The following is a DFT calculation (wB97M-V/def2-TZVPD) of 4 unconnected molecules or ions with the total composition C27H66N9O7S.

Each line ends with the Löwdin charge.
Atoms and positions in Å:
N -0.462 -5.232 1.419  -0.05
C -0.861 -5.330 -0.068  -0.29
C -0.976 -3.847 -0.794  -0.18
C -0.886 -3.903 -2.436  -0.18
C -2.387 -3.903 -3.173  -0.11
N -3.332 -4.880 -2.511  -0.08
C -4.646 -4.475 -1.879  -0.08
C -5.401 -3.030 -1.710  -0.10
C -4.782 -2.319 -0.341  -0.17
C -5.929 -1.700 0.654  -0.21
O -6.713 -2.801 1.305  -0.15
N -5.432 -5.610 -1.248  0.14
C -4.463 -6.754 -1.533  -0.20
N -4.819 -7.994 -1.063  -0.05
N -5.992 -8.265 -0.325  0.04
N -3.255 -6.255 -2.298  -0.39
S -1.900 -7.297 -2.799  0.81
H 0.063 -4.340 1.596  0.06
H -1.372 -5.200 1.967  0.07
H -1.889 -5.922 -0.063  0.09
H -0.066 -6.027 -0.599  0.10
H -1.930 -3.253 -0.395  0.11
H -0.033 -3.214 -0.432  0.13
H -0.230 -4.832 -2.789  0.10
H -0.371 -2.894 -2.779  0.12
H -2.815 -2.807 -2.971  0.13
H -2.317 -4.000 -4.343  0.14
H -5.259 -2.329 -2.654  0.12
H -6.557 -3.253 -1.635  0.14
H -3.972 -1.553 -0.698  0.10
H -4.230 -3.194 0.244  0.11
H -6.677 -0.965 0.087  0.15
H -5.353 -1.144 1.535  0.13
H -6.040 -3.484 1.639  0.10
H -4.201 -8.821 -1.243  0.16
H -6.116 -7.531 0.435  0.11
H -5.744 -9.137 0.233  0.13
H -1.310 -7.833 -1.610  -0.07
C -1.233 4.343 -1.289  -0.11
O -2.173 4.460 -2.351  -0.20
C -1.601 4.263 -3.646  -0.20
C -2.070 2.932 -4.254  -0.20
N -1.480 1.786 -3.554  -0.05
C -2.101 0.500 -3.894  -0.20
C -3.598 0.321 -3.568  -0.21
O -3.891 0.281 -2.170  -0.23
C -4.011 1.557 -1.556  -0.08
H -1.707 4.702 -0.373  0.09
H -0.948 3.299 -1.137  0.07
H -0.343 4.949 -1.479  0.09
H -0.506 4.336 -3.633  0.12
H -1.973 5.078 -4.277  0.12
H -1.783 2.895 -5.309  0.12
H -3.163 2.912 -4.195  0.10
H -1.570 1.925 -2.551  0.07
H -1.544 -0.267 -3.344  0.11
H -1.939 0.301 -4.960  0.12
H -3.896 -0.659 -3.958  0.10
H -4.235 1.050 -4.081  0.12
H -4.427 2.310 -2.231  0.10
H -3.041 1.877 -1.172  0.06
H -4.680 1.459 -0.696  0.09
C 2.244 3.031 2.490  -0.10
O 1.606 2.582 3.681  -0.19
C 0.365 3.240 3.950  -0.20
C -0.817 2.283 3.736  -0.20
N -1.011 1.978 2.314  -0.05
C -1.929 0.860 2.067  -0.20
C -1.539 -0.523 2.628  -0.21
O -0.397 -1.107 1.999  -0.21
C 0.851 -0.657 2.509  -0.09
H 3.259 2.629 2.475  0.07
H 1.718 2.662 1.606  0.07
H 2.304 4.123 2.461  0.09
H 0.248 4.162 3.365  0.12
H 0.389 3.526 5.007  0.12
H -1.729 2.741 4.132  0.12
H -0.612 1.374 4.311  0.10
H -0.112 1.747 1.898  0.06
H -2.019 0.768 0.978  0.10
H -2.923 1.132 2.441  0.12
H -2.372 -1.202 2.412  0.11
H -1.430 -0.525 3.717  0.11
H 0.810 -0.430 3.578  0.09
H 1.193 0.210 1.943  0.07
H 1.588 -1.452 2.355  0.09
C 9.968 3.391 3.228  -0.11
O 9.324 4.532 2.672  -0.20
C 9.634 4.749 1.293  -0.20
C 8.418 4.444 0.405  -0.21
N 8.132 3.006 0.363  -0.06
C 6.829 2.677 -0.227  -0.19
C 5.568 3.221 0.476  -0.21
O 5.319 2.641 1.758  -0.22
C 6.049 3.231 2.825  -0.09
H 9.837 3.421 4.312  0.09
H 9.514 2.469 2.856  0.07
H 11.039 3.395 3.009  0.09
H 10.519 4.184 0.972  0.12
H 9.873 5.813 1.193  0.12
H 8.613 4.801 -0.611  0.12
H 7.568 5.005 0.809  0.10
H 8.153 2.633 1.309  0.07
H 6.761 1.583 -0.239  0.12
H 6.824 3.002 -1.274  0.12
H 4.709 2.940 -0.144  0.12
H 5.549 4.314 0.531  0.11
H 6.215 4.302 2.677  0.09
H 6.997 2.709 2.960  0.07
H 5.474 3.097 3.746  0.09

Multiplicity ... 1
LUMO level ... -3.132 eV
Orbital gap ... 6.8 eV
Highest occupied orbital energy ... -9.9 eV
Charge ... +1



The following is a DFT calculation (wB97M-V/def2-TZVPD) of a molecular structure, C27H67MnO34S8V.

Each line ends with the Mulliken spin population.
Atoms and positions in Å:
O -13.532 -11.889 2.074  -0.28
V -14.999 -12.406 1.787  1.27
Mn -17.764 -15.870 0.249  4.87
O -16.259 -13.009 -2.422  0.00
C -16.134 -13.516 -1.213  -0.01
O -16.728 -14.571 -0.953  0.05
O -15.612 -12.900 -0.273  0.03
H -15.894 -12.153 -2.183  0.00
O -13.967 -16.637 2.013  0.00
C -14.850 -15.664 1.818  0.02
O -14.584 -14.472 1.978  -0.01
O -15.968 -16.001 1.492  0.04
H -14.479 -17.270 1.505  0.00
O -19.275 -13.077 3.394  0.00
C -18.329 -13.378 2.464  -0.01
O -17.326 -12.585 2.169  0.01
O -18.493 -14.422 1.787  0.03
H -19.874 -13.826 3.355  0.00
O -10.180 -8.248 5.149  0.00
S -11.225 -8.809 4.327  0.00
O -11.928 -8.118 3.219  0.00
O -10.818 -10.324 3.762  0.00
C -9.701 -10.914 4.259  0.00
C -8.728 -11.352 3.124  0.00
C -12.526 -9.394 5.580  0.00
H -10.128 -11.853 4.614  0.00
H -9.178 -10.386 5.056  0.00
H -9.043 -12.361 2.856  0.00
H -7.702 -11.341 3.492  0.00
H -9.035 -10.825 2.220  0.00
H -11.970 -9.662 6.478  0.00
H -13.018 -10.262 5.142  0.00
H -13.287 -8.617 5.499  0.00
O -15.357 -10.119 1.520  -0.02
S -15.909 -8.764 1.563  0.00
O -17.198 -8.408 0.971  0.00
O -15.944 -8.341 3.173  0.00
C -17.122 -7.594 3.571  0.00
C -16.970 -7.442 5.118  0.00
C -14.576 -7.508 0.966  0.00
H -18.012 -8.160 3.293  0.00
H -17.309 -6.591 3.188  0.00
H -17.742 -6.816 5.566  0.00
H -16.061 -6.847 5.208  0.00
H -16.847 -8.350 5.708  0.00
H -14.392 -7.510 -0.109  0.00
H -13.694 -7.864 1.498  0.00
H -14.837 -6.487 1.245  0.00
O -14.970 -12.396 4.391  0.01
S -15.296 -12.679 5.800  0.00
O -15.192 -14.014 6.335  0.00
O -14.308 -11.761 6.724  0.00
C -14.355 -11.559 8.106  0.00
C -14.106 -12.722 8.989  0.00
C -16.896 -11.878 6.283  0.00
H -15.299 -11.066 8.336  0.00
H -13.588 -10.840 8.392  0.00
H -14.732 -13.615 9.013  0.00
H -14.094 -12.437 10.041  0.00
H -13.096 -13.070 8.772  0.00
H -17.275 -12.323 7.204  0.00
H -17.655 -11.717 5.518  0.00
H -16.692 -10.845 6.566  0.00
O -10.100 -9.378 -0.286  0.00
S -9.258 -8.143 -0.335  0.00
O -7.824 -8.209 -0.088  0.00
O -9.440 -7.417 -1.882  0.00
C -9.508 -8.230 -3.048  0.00
C -8.081 -8.546 -3.442  0.00
C -10.030 -6.810 0.697  0.00
H -10.037 -7.745 -3.868  0.00
H -10.083 -9.147 -2.917  0.00
H -8.184 -9.343 -4.177  0.00
H -7.500 -9.016 -2.649  0.00
H -7.531 -7.705 -3.866  0.00
H -9.213 -6.090 0.717  0.00
H -10.411 -7.192 1.645  0.00
H -10.880 -6.435 0.127  0.00
O -11.562 -14.147 7.326  0.00
S -11.314 -14.830 6.016  0.00
O -10.979 -14.015 4.800  0.00
O -10.191 -15.952 6.401  0.00
C -8.894 -15.504 7.026  0.00
C -8.101 -14.435 6.246  0.00
C -12.694 -15.964 5.601  0.00
H -8.165 -16.300 7.176  0.00
H -9.274 -15.033 7.933  0.00
H -7.663 -14.816 5.323  0.00
H -7.269 -14.141 6.887  0.00
H -8.715 -13.605 5.894  0.00
H -12.816 -16.658 6.433  0.00
H -12.395 -16.503 4.702  0.00
H -13.558 -15.351 5.344  0.00
O -13.172 -10.703 -0.893  0.00
S -13.679 -10.004 -2.141  0.00
O -15.111 -10.071 -2.483  0.00
O -13.122 -8.454 -2.178  0.00
C -13.504 -7.771 -3.428  0.00
C -13.340 -6.263 -3.226  0.00
C -12.933 -10.626 -3.804  0.00
H -14.522 -7.921 -3.788  0.00
H -12.855 -8.010 -4.270  0.00
H -13.868 -5.748 -4.028  0.00
H -12.261 -6.105 -3.234  0.00
H -13.736 -5.944 -2.262  0.00
H -12.981 -11.714 -3.763  0.00
H -11.902 -10.285 -3.900  0.00
H -13.645 -10.246 -4.536  0.00
O -8.364 -14.373 -4.877  0.00
S -7.884 -13.948 -3.551  0.00
O -6.631 -13.152 -3.459  0.00
O -9.240 -13.199 -2.941  0.00
C -9.056 -12.350 -1.776  0.00
C -10.092 -12.693 -0.728  0.00
C -7.870 -15.341 -2.416  0.00
H -9.219 -11.323 -2.104  0.00
H -8.059 -12.319 -1.336  0.00
H -11.150 -12.719 -0.991  0.00
H -10.037 -12.010 0.120  0.00
H -9.899 -13.714 -0.400  0.00
H -8.782 -15.938 -2.445  0.00
H -7.798 -14.834 -1.453  0.00
H -6.948 -15.921 -2.427  0.00
O -22.176 -11.715 0.248  0.00
S -21.272 -10.926 -0.542  0.00
O -21.517 -10.839 -1.971  0.00
O -21.211 -9.360 0.069  0.00
C -20.504 -8.413 -0.648  0.00
C -20.715 -7.153 0.208  0.00
C -19.577 -11.462 -0.238  0.00
H -20.992 -8.432 -1.622  0.00
H -19.443 -8.652 -0.565  0.00
H -19.962 -6.368 0.143  0.00
H -20.750 -7.199 1.296  0.00
H -21.622 -6.618 -0.070  0.00
H -19.150 -11.357 -1.235  0.00
H -19.657 -12.547 -0.300  0.00
H -18.956 -10.899 0.459  0.00

Multiplicity ... 7
LUMO level (alpha / beta) ... -4.661 / -4.664 eV
Orbital gap (alpha / beta) ... 7.4 / 7.4 eV
Highest occupied orbital energy (alpha / beta) ... -12.0 / -12.0 eV
Charge ... +1
Energy relative to the best compared isomer or geometry (same formula, charge and spin) ... 147.1 kJ/mol



In order of appearance, energy = -2485.3242; -8907.2589 a.u..